Record 1
Below is a structure of composition C33H27Cl3KNOP, with properties calculated with ωB97M-V/def2-TZVPD.

Last column: natural (NBO) charge in e.
Geometry (Å):
K1 0.60603 -2.35797 0.34584  0.902
Cl1 -0.76445 -2.03122 -2.77274  0.057
C1 0.09141 -1.17052 -4.01988  -0.026
C2 -0.30092 -1.37397 -5.33536  -0.235
C3 0.37088 -0.72416 -6.35888  -0.205
C4 1.43150 0.11939 -6.06073  -0.244
C5 1.80497 0.32523 -4.74106  -0.136
C6 1.13752 -0.30102 -3.68910  -0.387
P1 1.64034 -0.18385 -1.92882  0.831
C7 0.23396 0.71644 -1.16760  -0.235
C8 -0.89289 1.20271 -1.82062  -0.237
C9 -1.89936 1.82968 -1.10065  -0.213
C10 -1.78506 1.97998 0.27488  -0.213
C11 -0.65945 1.50476 0.93263  -0.192
C12 0.34380 0.87186 0.21492  -0.257
C13 2.88200 1.16063 -1.87060  -0.368
C14 4.02011 0.90931 -1.10786  -0.128
C15 4.96007 1.91431 -0.90302  -0.217
C16 4.77077 3.16497 -1.46676  -0.210
C17 3.62898 3.42642 -2.21916  -0.226
C18 2.68370 2.43322 -2.40835  -0.200
H1 -1.12377 -2.04499 -5.54118  0.227
H2 0.06723 -0.88383 -7.38564  0.210
H3 1.96966 0.62120 -6.85479  0.209
H4 2.63657 0.98335 -4.52409  0.215
H5 -0.99376 1.07403 -2.89220  0.211
H6 -2.78364 2.18873 -1.61280  0.208
H7 -2.58068 2.45567 0.83470  0.209
H8 -0.57247 1.60124 2.00853  0.219
H9 1.21588 0.47391 0.72654  0.243
H10 4.13955 -0.05453 -0.62377  0.244
H11 5.82212 1.71494 -0.27966  0.218
H12 5.50058 3.94938 -1.30718  0.206
H13 3.47063 4.41280 -2.63781  0.206
H14 1.77433 2.64858 -2.95818  0.214
Cl2 5.37042 -0.01654 2.32212  -0.050
C19 3.85199 -0.04188 3.18915  -0.197
C20 3.79883 0.57772 4.43693  -0.210
C21 2.63542 0.60761 5.15441  -0.093
Cl3 2.60551 1.41956 6.70754  -0.058
C22 1.46638 -0.00329 4.64767  -0.112
C23 0.22065 -0.02067 5.31850  -0.153
C24 -0.85199 -0.64903 4.75357  -0.268
C25 -0.69114 -1.28196 3.50518  0.031
N1 0.44785 -1.27334 2.85904  -0.444
C26 1.52762 -0.64322 3.38487  0.066
C27 2.74888 -0.66013 2.56548  0.443
O1 2.77575 -1.17238 1.41369  -0.788
H15 4.68873 1.04801 4.83347  0.226
H16 0.13666 0.46868 6.27991  0.218
H17 -1.81294 -0.67094 5.25096  0.212
H18 -1.51366 -1.80336 3.02113  0.221
C28 -4.78731 -0.95087 -0.41042  -0.586
C29 -4.49584 -1.99906 0.67306  -0.138
C30 -4.49248 -1.30423 2.04281  -0.586
C31 -5.60218 -3.06340 0.65416  -0.584
C32 -3.17969 -2.61485 0.42039  -0.375
C33 -2.05031 -3.04012 0.17757  -0.475
H19 -5.75572 -0.46848 -0.23621  0.180
H20 -4.80039 -1.41946 -1.39580  0.208
H21 -4.00694 -0.18673 -0.41416  0.215
H22 -5.45751 -0.82488 2.24032  0.184
H23 -3.70880 -0.54477 2.07769  0.211
H24 -4.29494 -2.03066 2.83377  0.205
H25 -6.58212 -2.61010 0.83841  0.182
H26 -5.41287 -3.81803 1.41917  0.208
H27 -5.62400 -3.56593 -0.31393  0.209

## Properties
Frontier orbital gap   6.73 eV
LUMO   2.375 eV
Total energy   -101379.84709 eV
Max |F|   0.2 eV/Å
Charge   -1
HOMO level   -4.36 eV

***

Record 2
Below is the ion HNO2PS with charge -1 in a non-equilibrium geometry, with properties calculated with ωB97M-V/def2-TZVPD.

Last column: natural (NBO) charge in e.
Geometry (Å):
N1 0.11685 -0.68246 0.37533  -1.185
O1 1.65292 1.21385 1.26081  -1.151
O2 -1.49191 -1.43223 -1.48706  -0.970
P1 0.34221 0.94963 0.68561  1.330
S1 -0.93910 -1.71613 -0.15272  1.163
H1 0.31904 1.66733 -0.68198  -0.187

## Properties
Frontier orbital gap (spin up / spin down)   6.25 / 6.96 eV
LUMO (spin up / spin down)   3.558 / 3.872 eV
Total energy   -25725.80824 eV
Max |F|   3.3 eV/Å
Charge   -1
HOMO level (spin up / spin down)   -2.69 / -3.09 eV

***

Record 3
Below is an isolated molecule of C2H2Cl2OS in a non-equilibrium geometry, with properties calculated with ωB97M-V/def2-TZVPD.

Last column: natural (NBO) charge in e.
Geometry (Å):
O1 0.78450 -1.78597 -0.03349  -0.659
C1 0.55149 -0.42624 -0.17039  0.161
Cl1 1.88655 0.56698 -0.48220  0.058
C2 -0.72443 -0.00439 -0.06163  -0.203
S1 -0.97245 2.15230 -0.11628  -0.122
Cl2 -1.99439 -1.00262 -0.10083  0.129
H1 1.76307 -1.88021 -0.22994  0.494
H2 -1.29435 2.38016 1.19477  0.141

## Properties
Frontier orbital gap   9.00 eV
Structure (SMILES)   O/C(Cl)=C(/S)Cl
LUMO   0.068 eV
Total energy   -40031.81877 eV
Max |F|   5.4 eV/Å
HOMO level   -8.93 eV

***

Record 4
Below is an isolated molecule of C4H11N3 in a non-equilibrium geometry, with properties calculated with ωB97M-V/def2-TZVPD.

Last column: natural (NBO) charge in e.
Geometry (Å):
C1 0.27907 1.68515 1.67008  -0.435
N1 0.68126 0.65850 0.74655  -0.593
C2 -0.08427 0.36177 -0.26484  0.459
N2 -1.05552 1.20299 -0.81785  -0.838
C3 0.38967 -0.74408 -1.13924  -0.029
C4 -0.73141 -1.66500 -0.10601  -0.676
N3 1.74012 -0.99401 -0.99159  -0.834
H1 1.03819 1.75641 2.45148  0.205
H2 0.20031 2.67674 1.19954  0.169
H3 -0.68302 1.47376 2.16024  0.176
H4 -1.39920 1.93762 -0.22131  0.391
H5 -1.66399 0.83481 -1.53143  0.390
H6 -0.00624 -0.78452 -2.15408  0.194
H7 -1.04946 -2.47856 -0.75867  0.200
H8 -0.09695 -2.07054 0.67776  0.221
H9 -1.64702 -1.30770 0.35934  0.218
H10 2.04107 -1.93831 -1.19270  0.369
H11 2.04739 -0.60504 -0.08729  0.415

## Properties
Frontier orbital gap   9.33 eV
Structure (SMILES)   C/N=C(\N)[C@H](C)N
LUMO   0.999 eV
Total energy   -8795.10210 eV
Max |F|   4.3 eV/Å
HOMO level   -8.33 eV

***

Record 5
Below is a structure of composition C25H18AsBrCl2O2Y, with properties calculated with ωB97M-V/def2-TZVPD.

Last column: natural (NBO) charge in e.
Geometry (Å):
Y1 0.12698 0.56511 -0.00164  2.040
Cl1 -1.58661 3.25154 6.79289  0.050
C1 -1.12798 2.38792 5.37022  -0.081
C2 -1.12996 0.98753 5.39707  -0.148
C3 -0.78872 0.26075 4.28025  -0.131
Cl2 -0.81011 -1.46039 4.33486  0.056
C4 -0.42876 0.89869 3.07779  0.472
O1 -0.10792 0.19255 2.02300  -0.890
C5 -0.43692 2.31886 3.06897  -0.296
C6 -0.13212 3.07781 1.90491  0.484
O2 0.14431 2.62356 0.77061  -0.748
C7 -0.78128 3.04984 4.22641  -0.128
H1 -1.40586 0.47371 6.30809  0.258
H2 -0.13906 4.16779 2.00727  0.180
H3 -0.78056 4.13157 4.19447  0.241
Br1 2.16823 -0.19126 -1.39826  -0.559
C8 -4.31548 -4.03502 0.99922  -0.182
C9 -5.06046 -3.31739 0.07442  -0.207
C10 -4.63171 -2.06771 -0.34975  -0.151
C11 -3.44862 -1.54072 0.15671  -0.357
C12 -2.69492 -2.26312 1.07791  -0.236
C13 -3.13481 -3.50780 1.50266  -0.185
As1 -2.81282 0.18794 -0.41609  0.771
C14 -3.34368 1.41271 0.99390  -0.261
C15 -3.30408 2.78225 0.74075  -0.255
C16 -3.62670 3.68426 1.74523  -0.214
C17 -3.97793 3.22091 3.00685  -0.195
C18 -4.00457 1.85756 3.26430  -0.190
C19 -3.68646 0.95124 2.26110  -0.252
C20 -3.92229 0.66431 -1.91219  -0.250
C21 -5.16800 1.25361 -1.71926  -0.251
C22 -5.96508 1.54126 -2.81715  -0.186
C23 -5.52164 1.23983 -4.09749  -0.181
C24 -4.27881 0.65241 -4.28905  -0.195
C25 -3.47487 0.36649 -3.19575  -0.238
H4 -4.65374 -5.00894 1.32633  0.230
H5 -5.97971 -3.72971 -0.31940  0.230
H6 -5.21723 -1.51376 -1.07194  0.219
H7 -1.77365 -1.86086 1.48811  0.219
H8 -2.55195 -4.06603 2.22323  0.227
H9 -3.05170 3.15181 -0.24822  0.224
H10 -3.62121 4.74638 1.53670  0.230
H11 -4.23740 3.92353 3.78824  0.232
H12 -4.28582 1.49726 4.24539  0.230
H13 -3.72591 -0.11259 2.46498  0.236
H14 -5.51532 1.48661 -0.71999  0.227
H15 -6.93428 1.99951 -2.67299  0.229
H16 -6.14732 1.46495 -4.95071  0.231
H17 -3.93634 0.42044 -5.28825  0.232
H18 -2.50405 -0.09276 -3.34678  0.219

## Properties
Frontier orbital gap   7.42 eV
LUMO   -4.336 eV
Total energy   -187279.50282 eV
Max |F|   0.2 eV/Å
Charge   +1
HOMO level   -11.75 eV

***

Record 6
Below is a structure of composition C5H6N in a non-equilibrium geometry, with properties calculated with ωB97M-V/def2-TZVPD.

Last column: natural (NBO) charge in e.
Geometry (Å):
C1 -0.49519 -1.66209 -1.09304  -0.340
C2 -0.86083 0.69533 -0.84615  0.038
C3 -1.13784 -0.50746 -1.44776  0.288
C4 0.10162 -1.05821 0.06759  0.165
C5 0.64077 1.14182 1.12950  -0.405
N1 -0.01319 0.28204 0.15735  -0.329
H1 -0.45153 -2.65053 -1.58545  0.313
H2 -0.90801 1.68597 -1.14478  0.262
H3 0.79318 -1.73812 0.66529  0.275
H4 1.50913 0.34287 1.32863  0.240
H5 0.01886 1.29883 1.99804  0.239
H6 0.80304 2.16956 0.77079  0.254

## Properties
Frontier orbital gap (spin up / spin down)   9.22 / 6.74 eV
LUMO (spin up / spin down)   -6.067 / -7.924 eV
Total energy   -6759.71135 eV
Max |F|   4.1 eV/Å
Charge   +1
HOMO level (spin up / spin down)   -15.28 / -14.67 eV